[1]
2 unconnected molecules or ions with the total composition C3H6O4. Source: the Open Molecules 2025 dataset; level of theory: the ωB97M-V functional and the def2-TZVPD basis.

Structure (XYZ):
```
13
C3H6O4 | the Open Molecules 2025 dataset | the ωB97M-V functional and the def2-TZVPD basis
C -0.694 -0.469 1.407
C -0.485 -0.864 0.036
H -0.003 -0.820 2.179
H -1.681 -0.131 1.733
H -1.315 -0.828 -0.673
H 0.366 -1.502 -0.218
O 0.018 0.529 0.460
C 2.408 0.965 0.584
O 2.548 -0.180 1.004
O 2.589 1.266 -0.694
H 2.528 2.220 -0.837
O 2.362 2.049 1.355
H 2.239 1.790 2.277
```

Orbital gap   0.3983 Eh
Net charge   0
Highest occupied orbital energy   -10.14 eV
SMILES   O=C(O)O.C1CO1
Energy above the lowest of the compared OMol25 structures with the same formula, charge and spin   41.8 kcal/mol


[2]
2 unconnected molecules or ions with the total composition C6H12NP. Source: the Open Molecules 2025 dataset; level of theory: the ωB97M-V functional and the def2-TZVPD basis.

Structure (XYZ):
```
20
C6H12NP | the Open Molecules 2025 dataset | the ωB97M-V functional and the def2-TZVPD basis
C -0.302 -2.777 1.480
C 1.108 -0.936 -1.889
C -0.706 1.923 1.741
C 0.664 0.484 -1.451
C 0.121 0.804 0.967
C -0.375 0.480 -0.365
N 0.413 -2.755 2.350
P -2.044 0.151 -0.729
H 1.895 -0.934 -2.613
H 1.310 -1.812 -1.063
H 0.190 -1.392 -2.237
H -1.632 1.528 2.110
H -0.916 2.765 1.055
H -0.103 2.224 2.681
H 1.616 1.085 -1.149
H 0.315 0.946 -2.300
H 1.188 1.131 0.906
H 0.196 0.045 1.865
H -1.126 -2.764 0.739
H -1.811 -0.198 -2.099
```

Orbital gap   0.3225 Eh
Net charge   0
Highest occupied orbital energy   -8.92 eV
SMILES   CCC(=P)CC.C#N
Energy above the lowest of the compared OMol25 structures with the same formula, charge and spin   30.2 kcal/mol


[3]
A molecular structure, C15H26CrOP2. Source: the Open Molecules 2025 dataset; level of theory: the ωB97M-V functional and the def2-TZVPD basis.

Structure (XYZ):
```
45
C15H26CrOP2 | the Open Molecules 2025 dataset | the ωB97M-V functional and the def2-TZVPD basis
Cr 0.259 -0.330 -1.005
H -0.985 -1.392 -0.916
H -1.756 0.220 1.045
P -0.223 -2.683 -1.682
P -0.161 1.723 -1.791
C 1.272 2.733 -1.305
H 1.089 3.790 -1.536
H 1.448 2.613 -0.228
H 2.157 2.379 -1.844
C -0.510 2.162 -3.518
H -1.473 1.721 -3.809
H -0.549 3.252 -3.658
H 0.271 1.730 -4.153
C -1.485 2.675 -0.958
H -1.357 2.628 0.127
H -1.470 3.727 -1.275
H -2.461 2.237 -1.196
C -0.381 -3.050 -3.465
H -0.442 -4.137 -3.640
H -1.289 -2.572 -3.860
H 0.494 -2.652 -3.994
C 1.190 -3.681 -1.098
H 1.264 -3.598 -0.006
H 1.051 -4.739 -1.374
H 2.121 -3.313 -1.546
C -1.624 -3.669 -1.008
H -2.569 -3.231 -1.346
H -1.582 -4.715 -1.342
H -1.586 -3.646 0.086
C 2.049 -0.598 -0.525
O 3.123 -0.819 -0.097
H 0.541 -0.411 -2.528
C -0.667 0.285 0.807
C 0.191 0.700 1.685
C 0.338 1.128 3.020
C -0.719 1.827 3.672
C -0.709 1.937 5.062
C 0.365 1.418 5.800
C 1.453 0.816 5.149
C 1.467 0.708 3.762
H -1.539 2.245 3.079
H -1.554 2.418 5.573
H 0.351 1.482 6.887
H 2.292 0.414 5.725
H 2.304 0.266 3.223
```

Orbital gap (spin up / spin down)   0.2372 / 0.2603 Eh
Net charge   0
Multiplicity   5
Highest occupied orbital energy (spin up / spin down)   -5.92 / -6.88 eV
Expectation value of S²   6.1268